[1]
9
Properties=species:S:1:pos:R:3:nbo_charge:R:1 method="wB97M-V/def2-TZVPD" energy_ev=-13950.314 mol_weight_g_mol=85.0 spin_multiplicity=1 total_charge=0
P 3.209 0.170 -0.161 0.717
N 1.596 0.358 0.531 -0.678
C 2.075 -0.963 0.225 -0.358
C -0.748 0.189 -0.067 -0.502
C 0.402 0.933 0.025 -0.029
H 1.537 -1.826 -0.039 0.231
H 0.441 1.982 -0.129 0.204
H -1.786 0.725 -0.223 0.209
H -0.907 -0.942 -0.008 0.205

---

[2]
14
Properties=species:S:1:pos:R:3:nbo_charge:R:1 method="wB97M-V/def2-TZVPD" energy_ev=-9279.561 mol_weight_g_mol=99.1 spin_multiplicity=1 total_charge=+1
O -0.037 -2.246 1.437 -0.434
N -0.364 1.283 0.481 -0.519
N 1.763 0.848 -0.821 -0.754
C 0.085 -1.883 0.297 0.374
C -0.601 -0.771 -0.337 -0.238
C -1.427 0.277 0.483 -0.220
C 0.595 0.729 -0.239 0.590
H -2.317 0.835 0.067 0.241
H 2.454 1.594 -0.605 0.436
H -0.378 2.157 1.072 0.445
H -1.552 0.052 1.525 0.240
H -0.986 -0.716 -1.277 0.251
H 2.119 0.321 -1.590 0.452
H 0.644 -2.480 -0.492 0.136

---

[3]
46
Properties=species:S:1:pos:R:3:nbo_charge:R:1 method="wB97M-V/def2-TZVPD" energy_ev=-54253.144 mol_weight_g_mol=420.6 spin_multiplicity=1 total_charge=-2
Zr 0.914 1.118 1.008 2.177
Cl 2.719 2.472 0.587 -0.517
Cl 1.476 -1.234 0.315 -0.509
Si 0.173 0.152 4.614 1.890
O 0.446 0.652 2.960 -1.251
O -0.793 1.436 0.011 -1.072
O -1.970 -2.881 1.839 -1.380
C -2.180 1.579 -3.098 -0.618
C 0.865 2.475 -3.257 -0.621
C -1.042 -0.725 -2.840 -0.059
C -2.251 -1.519 -2.647 -0.630
C 2.640 -0.105 -3.035 -0.618
C -1.428 -0.823 4.717 -1.157
C 1.160 -0.084 -3.026 -0.148
C 0.699 -2.615 -2.913 -0.621
C 1.670 -0.867 5.135 -1.132
C -1.017 0.689 -3.008 -0.153
C 0.275 -1.208 -2.912 -0.129
C 0.346 1.095 -3.099 -0.143
C 0.094 1.799 5.507 -1.134
H 1.197 2.645 -4.286 0.171
H -2.492 1.719 -4.143 0.172
H -1.218 -2.906 1.181 0.399
H 0.855 -2.981 -3.946 0.166
H 0.085 3.204 -3.030 0.186
H 0.074 1.597 6.578 0.214
H -1.959 2.577 -2.680 0.172
H 1.703 2.663 -2.575 0.184
H 3.017 0.348 -3.979 0.168
H -3.028 1.158 -2.555 0.192
H -2.031 -2.452 -2.089 0.215
H 1.628 -2.767 -2.334 0.192
H -0.813 2.343 5.208 0.234
H -1.455 -1.650 3.985 0.345
H 3.040 0.472 -2.191 0.182
H -2.715 -1.822 -3.609 0.157
H -0.070 -3.241 -2.454 0.205
H 2.606 -0.430 4.770 0.232
H -2.276 -0.153 4.539 0.230
H 3.005 -1.110 -2.966 0.199
H -1.673 1.909 -0.167 0.516
H 0.964 2.422 5.254 0.229
H -3.020 -0.956 -2.086 0.193
H 1.686 -0.884 6.241 0.211
H -1.497 -1.230 5.723 0.205
H 1.590 -1.882 4.755 0.256

---

[4]
17
Properties=species:S:1:pos:R:3:nbo_charge:R:1 method="wB97M-V/def2-TZVPD" energy_ev=-43053.952 mol_weight_g_mol=192.0 spin_multiplicity=1 total_charge=0
Cl -2.521 -0.666 -1.785 -0.454
Cl 0.141 -0.095 -3.636 -0.379
P -0.331 -0.514 -1.595 1.239
O 0.088 -1.932 -1.312 -1.127
N 0.220 0.429 0.586 0.075
N -0.941 0.601 1.063 -0.324
N 0.944 -0.587 0.974 -0.319
C 2.240 -0.774 0.452 -0.458
C -1.682 1.700 0.502 -0.444
H 2.953 -0.833 1.317 0.215
H -1.424 -0.246 1.359 0.371
H 0.472 -1.297 1.581 0.386
H -0.964 1.900 -0.392 0.242
H 2.610 0.075 -0.160 0.245
H -2.621 1.318 0.117 0.253
H 2.444 -1.587 -0.294 0.259
H -1.627 2.507 1.221 0.220

---

[5]
49
Properties=species:S:1:pos:R:3:nbo_charge:R:1 method="wB97M-V/def2-TZVPD" energy_ev=-24299.730 mol_weight_g_mol=273.3 spin_multiplicity=1 total_charge=+1
O 9.405 25.732 -27.977 -0.598
O 6.884 27.671 -28.995 -0.561
O 5.274 24.686 -26.776 -0.592
O 8.657 22.864 -28.245 -0.581
N 7.056 24.843 -29.665 -0.693
N 8.095 24.485 -25.631 -0.679
C 9.751 26.155 -26.631 -0.072
C 9.617 21.952 -27.839 -0.242
C 8.212 22.691 -29.616 -0.077
C 6.835 23.383 -29.856 -0.252
C 6.990 25.433 -25.301 -0.271
C 9.444 25.054 -25.606 -0.243
C 9.856 26.534 -29.078 -0.241
C 5.625 24.764 -25.362 -0.075
C 5.965 27.920 -27.902 -0.270
C 3.889 24.374 -27.024 -0.267
C 5.880 25.657 -29.983 -0.250
C 6.273 27.143 -30.205 -0.070
Li 7.584 24.563 -27.701 0.850
H 5.336 25.257 -30.838 0.188
H 9.641 27.600 -29.012 0.201
H 9.693 25.430 -24.613 0.197
H 3.291 25.274 -26.882 0.188
H 5.357 28.760 -28.238 0.189
H 6.996 26.329 -25.921 0.215
H 5.655 23.751 -24.962 0.182
H 9.393 26.217 -30.012 0.172
H 7.203 25.804 -24.299 0.202
H 6.516 28.299 -27.041 0.191
H 4.838 25.210 -24.754 0.206
H 5.389 27.046 -27.596 0.178
H 10.484 21.936 -28.499 0.186
H 9.179 27.071 -26.488 0.182
H 5.388 27.733 -30.441 0.192
H 3.562 23.516 -26.435 0.193
H 7.869 25.122 -30.194 0.373
H 8.073 21.613 -29.693 0.193
H 9.910 22.255 -26.834 0.188
H 9.234 20.939 -27.716 0.180
H 6.137 22.914 -29.163 0.210
H 10.817 26.365 -26.545 0.201
H 8.024 23.670 -25.039 0.386
H 8.891 23.002 -30.410 0.186
H 10.109 24.216 -25.814 0.213
H 6.499 23.199 -30.877 0.202
H 10.919 26.375 -29.261 0.185
H 7.062 27.297 -30.941 0.200
H 5.241 25.515 -29.111 0.203
H 3.653 24.165 -28.068 0.200

---

[6]
8
Properties=species:S:1:pos:R:3:nbo_charge:R:1 method="wB97M-V/def2-TZVPD" energy_ev=-19201.576 mol_weight_g_mol=103.5 spin_multiplicity=1 total_charge=0
Cl -0.449 2.309 -1.208 0.061
O -0.734 0.868 0.943 -0.273
N -0.406 -0.310 1.509 -0.110
C -0.242 0.879 -0.303 0.255
C 0.206 -0.984 0.581 -0.027
C 0.349 -0.277 -0.660 -0.381
H 0.497 -1.981 0.785 0.216
H 0.779 -0.505 -1.647 0.259

---

[7]
25
Properties=species:S:1:pos:R:3:nbo_charge:R:1 method="wB97M-V/def2-TZVPD" energy_ev=-85846.706 mol_weight_g_mol=389.4 spin_multiplicity=1 total_charge=-2
Ba 0.036 -0.214 0.897 1.817
Br 1.267 -2.957 1.660 -0.936
O 0.063 -0.145 5.541 -0.670
N -0.275 0.633 3.319 -1.002
C 1.621 2.175 -0.739 -0.397
C -2.444 -1.427 0.050 -0.447
C 2.776 0.181 -0.534 -0.399
C -0.113 0.265 4.466 0.717
C -1.594 -0.924 -2.025 -0.353
C 2.116 0.182 -1.791 -0.367
C 1.416 1.411 -1.924 -0.357
C -1.675 -1.937 -1.039 -0.385
C 2.468 1.413 0.127 -0.438
C -2.841 -0.094 -0.277 -0.412
C -2.304 0.214 -1.560 -0.367
H -1.074 -0.997 -2.972 0.195
H 2.097 -0.631 -2.505 0.196
H -2.688 -1.969 0.977 0.208
H 0.808 1.724 -2.772 0.190
H 3.353 -0.631 -0.085 0.215
H -3.472 0.553 0.353 0.195
H 1.257 3.199 -0.532 0.189
H -1.207 -2.923 -1.046 0.215
H 2.833 1.738 1.120 0.202
H -2.425 1.161 -2.090 0.191